11
Properties=species:S:1:pos:R:3:forces:R:3 method="wB97M-V/def2-TZVPD" spin_multiplicity=6 mol_weight_g_mol=128.02 lumo_ev="-16.20 / -18.63" s2=8.7715 charge=+3
C -1.676642 -0.144045 1.294040 -0.43 1.18 0.82
C -0.683187 0.440649 0.620030 0.26 -0.53 0.04
C -0.172466 0.481620 -0.660818 0.67 0.41 -0.23
C 1.303346 0.507052 -0.482335 -1.88 0.07 -3.34
O 1.789232 -0.480856 -1.189090 0.35 1.41 1.57
Co 1.833684 -2.207907 -1.432669 0.91 -2.15 -0.74
H -2.055827 0.293886 2.219673 -0.25 -0.03 0.41
H -2.202256 -1.008984 0.881411 0.03 -0.47 0.08
H -0.694952 0.136752 -1.552632 -0.19 0.12 -0.20
H 1.749199 1.493913 -0.669303 0.81 0.37 1.25
H 0.809866 0.487916 0.971695 -0.27 -0.40 0.34